Molecular formula: C4H7NO
Method: DFT, ωB97M-V/def2-TZVPD

Geometry as XYZ:
```
13
Properties=species:S:1:pos:R:3:forces:R:3:lowdin_charge:R:1
C 1.4225 -0.3054 0.6045 0.0 0.0 0.0 -0.058
C 0.4860 -0.3784 -0.5823 0.2 -0.1 0.0 -0.333
N -0.9242 -0.7514 -0.3119 -0.3 -0.2 0.2 0.004
C -0.5793 0.6088 -0.8297 0.1 0.0 -0.3 -0.158
C -1.3038 1.3925 0.9481 -0.3 1.3 0.3 -0.119
O -1.4713 2.5430 0.9669 0.1 -0.9 0.1 -0.017
H 0.9566 0.1960 1.4558 0.0 -0.1 -0.2 0.063
H 2.3079 0.2706 0.3173 -0.1 -0.1 0.0 0.083
H 1.7525 -1.3047 0.9114 0.0 0.1 0.0 0.077
H 0.8921 -0.9515 -1.4207 -0.1 0.0 0.1 0.132
H -1.3621 -1.4838 -0.8583 0.1 0.2 0.1 0.152
H -0.8998 0.7534 -1.8604 0.1 -0.1 0.0 0.084
H -1.2772 -0.5891 0.6591 0.1 -0.3 -0.2 0.091
```
Forces are in eV/Å.

Results
**HOMO-LUMO gap**: 7.96 eV
**Relative energy (zero: lowest compared OMol25 entry of this formula, charge and spin)**: 101.11 kcal per mole
**Calculated total energy**: -7795.260 eV
**Strongest force on any atom**: 1.416 eV Å⁻¹
**Highest occupied orbital energy**: -7.2274 eV

=====

Molecular formula: C4H7NO
Method: DFT, ωB97M-V/def2-TZVPD

Geometry as XYZ:
```
13
Properties=species:S:1:pos:R:3:forces:R:3:lowdin_charge:R:1
C 1.4699 0.6687 0.2270 0.0 0.0 0.0 -0.021
C 0.2793 0.0472 -0.4932 -0.2 0.2 0.5 -0.694
C -0.1706 -1.2431 -0.0412 0.6 -0.1 -0.7 0.061
N -1.8828 -0.3562 0.9929 -0.2 0.5 -0.1 0.079
C -2.0399 0.5898 0.3224 -0.5 -0.1 0.6 -0.090
O -0.5747 0.7905 -1.0919 0.3 0.0 -0.2 -0.102
H 1.9388 1.4200 -0.4152 -0.1 -0.1 0.1 0.084
H 1.0931 1.1662 1.1301 0.1 -0.1 -0.2 0.090
H 2.2221 -0.0750 0.5221 -0.2 0.2 -0.1 0.080
H 0.7289 -0.8950 -1.1949 -0.1 -0.6 0.2 0.215
H -0.9438 -1.7488 -0.6065 0.0 0.2 0.1 0.096
H 0.4207 -1.8543 0.6442 0.0 0.3 -0.2 0.105
H -2.5410 1.4900 0.0041 0.3 -0.3 0.0 0.097
```
Forces are in eV/Å.

Results
**HOMO-LUMO gap**: 10.44 eV
**Relative energy (zero: lowest compared OMol25 entry of this formula, charge and spin)**: 104.89 kcal per mole
**Calculated total energy**: -7795.096 eV
**Strongest force on any atom**: 0.920 eV Å⁻¹
**Highest occupied orbital energy**: -9.5422 eV